The following is a DFT calculation (ωB97M-V/def2-TZVPD) of the molecule CH5IN2 at a distorted geometry.

**Lowest unoccupied orbital energy**: -0.1 eV
**SMILES**: CNNI
**E**: -448.220781 a.u.
**Multiplicity**: 1
**Frontier orbital gap**: 8.63 eV
**Energy relative to the best compared isomer or geometry (same formula, charge and spin)**: 20.1 kcal per mole

Structure (XYZ):
```
9
Properties=species:S:1:pos:R:3:forces:R:3
C 0.937793 -0.581851 0.041849 -0.26 2.10 -0.76
N 0.275835 0.683200 -0.333150 -2.18 1.08 0.85
N -1.056140 0.917423 0.238320 2.73 0.27 -0.19
I -2.564849 -0.507875 -0.187512 0.25 -0.08 0.25
H 1.211813 -0.375756 1.127714 0.25 -1.04 -1.49
H 0.111798 -1.279804 -0.074743 0.59 -1.12 0.25
H 1.767266 -0.683628 -0.747518 -0.94 -0.35 1.77
H 0.125123 0.906300 -1.299084 0.50 -0.48 -0.55
H -0.808637 0.921991 1.234120 -0.94 -0.37 -0.12
```
Positions in Å, forces in eV/Å.

=====

The following is a DFT calculation (ωB97M-V/def2-TZVPD) of a cluster of 2 separate species, CH5IN2 in total at a distorted geometry.

**Lowest unoccupied orbital energy**: 0.7 eV
**E**: -448.167411 a.u.
**Multiplicity**: 1
**Frontier orbital gap**: 8.66 eV
**Energy relative to the best compared isomer or geometry (same formula, charge and spin)**: 53.6 kcal per mole

Structure (XYZ):
```
9
Properties=species:S:1:pos:R:3:forces:R:3
C 1.132941 -0.768515 0.008078 -1.02 1.27 -0.22
N -1.377671 0.518883 -0.055713 -1.85 0.50 3.16
N -0.163822 0.898929 -0.238078 4.10 -0.80 0.05
I -0.084040 -2.380787 0.575346 0.18 0.33 -0.05
H 1.460892 -0.882522 -0.997569 -0.43 -0.17 -1.07
H 2.082423 -0.760174 0.530103 -0.24 0.38 1.00
H -1.901505 0.252334 -0.836016 -0.50 -0.37 -1.28
H -1.916144 0.535320 0.843258 1.16 -0.14 -1.06
H 0.315170 1.489761 0.486466 -1.41 -1.00 -0.54
```
Positions in Å, forces in eV/Å.

=====

The following is a DFT calculation (ωB97M-V/def2-TZVPD) of the molecule CH5IOSi at a distorted geometry.

**Lowest unoccupied orbital energy**: 0.6 eV
**SMILES**: C[Si@@H](O)I
**E**: -703.589072 a.u.
**Multiplicity**: 1
**Frontier orbital gap**: 10.21 eV
**Energy relative to the best compared isomer or geometry (same formula, charge and spin)**: 8.1 kcal per mole

Structure (XYZ):
```
9
Properties=species:S:1:pos:R:3:forces:R:3
C -0.191370 -0.809839 0.545958 -0.48 -0.78 -2.07
Si 0.767922 0.464941 -0.403639 0.11 3.46 -0.45
O 0.308312 2.066544 0.180250 1.60 -2.38 -1.97
I 3.233323 0.089003 -0.106511 -0.69 -0.07 0.24
H -1.274794 -0.996798 0.458926 0.47 0.66 -0.13
H 0.281270 -1.764090 0.405419 0.30 -0.61 -0.31
H 0.086534 -0.564941 1.511250 0.21 0.62 2.38
H 0.841780 0.883573 -1.866987 -0.49 -0.98 0.67
H -0.239358 2.007736 0.929053 -1.04 0.07 1.65
```
Positions in Å, forces in eV/Å.

=====

The following is a DFT calculation (ωB97M-V/def2-TZVPD) of a structure of composition CH5IOSi at a distorted geometry.

**Lowest unoccupied orbital energy**: -0.9 eV
**E**: -703.501015 a.u.
**Multiplicity**: 1
**Frontier orbital gap**: 7.55 eV
**Energy relative to the best compared isomer or geometry (same formula, charge and spin)**: 63.3 kcal per mole

Structure (XYZ):
```
9
Properties=species:S:1:pos:R:3:forces:R:3
C 1.156566 0.034010 -0.976324 0.77 2.00 -1.31
O 0.246230 -0.586823 -0.174373 -0.18 -1.02 0.74
Si -1.090470 -0.508022 0.606342 0.21 -0.06 3.33
I -1.020742 2.122031 2.625529 0.10 -1.69 -1.14
H 2.033916 0.371225 -0.407022 -0.25 -0.27 -0.03
H 0.711132 0.960334 -1.445448 0.50 -1.05 0.19
H 1.446222 -0.714259 -1.706396 0.27 0.32 -0.38
H -1.273373 -1.831001 1.339229 0.07 1.06 -0.36
H -2.209482 0.152504 0.138462 -1.48 0.71 -1.03
```
Positions in Å, forces in eV/Å.